1.
61
Properties=species:S:1:pos:R:3 method="wB97M-V/def2-TZVPD" lumo_energy_ev="-4.821 / -4.705" total_charge=+1 e_above_lowest_kj_mol=195.4
Rh -0.09617 0.12519 -0.01919
Cl -1.37794 -4.65740 -0.20625
C -2.21289 -3.17088 -0.66202
C -1.39854 -1.93169 -0.40405
O -1.89417 -0.80347 -0.71354
O -0.25316 -1.95680 0.11875
H -3.13708 -3.10193 -0.09621
H -2.45518 -3.21694 -1.71919
N 1.72254 -2.41281 -4.37638
N 1.36991 -1.34414 -3.59206
N 1.54313 -0.10206 -3.99929
C 1.17605 0.57562 -2.92341
N 0.81436 -0.25676 -1.94196
N 0.93791 -1.49916 -2.38801
H 1.73517 -2.15805 -5.35085
H 1.22177 -3.25039 -4.12708
H 1.17905 1.65317 -2.85142
N -3.75770 0.12325 1.76863
C -2.64530 0.82734 1.61650
S -1.12476 0.14341 2.15106
N -2.66755 2.05238 1.14570
C -3.74953 2.90207 0.76223
C -5.04394 2.77449 1.25333
C -6.01914 3.67744 0.84672
C -5.71130 4.70156 -0.03422
C -4.40736 4.83903 -0.49662
C -3.42963 3.94460 -0.09840
H -3.66167 -0.82093 2.09641
H -4.60637 0.38995 1.29585
H -1.74465 2.45310 1.01383
H -5.29879 2.02622 1.99057
H -7.02517 3.58348 1.23812
H -6.48039 5.39169 -0.35679
H -4.14793 5.64885 -1.16887
H -2.40679 4.05506 -0.44949
O 0.40437 1.96734 0.05978
C 1.28341 3.08651 0.05547
C 0.72917 4.19887 0.94751
C 0.77934 5.54551 0.76750
C 0.21720 6.27464 1.86449
C -0.24170 5.46104 2.84474
S 0.01283 3.80865 2.46412
C 2.64165 2.66182 0.62534
C 2.93991 1.49490 1.25258
C 4.26902 1.46269 1.77705
C 4.93562 2.61662 1.54611
S 3.97087 3.74963 0.69692
C 1.41455 3.56934 -1.38579
C 2.46438 3.44529 -2.24493
C 2.16334 3.90893 -3.56416
C 0.88351 4.35081 -3.67860
S 0.04209 4.22635 -2.19511
H 1.20819 6.01117 -0.11310
H 0.15693 7.35553 1.90531
H -0.71373 5.73937 3.77729
H 2.23703 0.67713 1.34219
H 4.69966 0.61808 2.30006
H 5.94771 2.87330 1.82404
H 3.42353 3.03006 -1.96443
H 2.88001 3.92603 -4.37577
H 0.39156 4.75850 -4.55189

2.
52
Properties=species:S:1:pos:R:3 method="wB97M-V/def2-TZVPD" lumo_energy_ev="-6.927 / -11.518" total_charge=+2 spin_multiplicity=6
Ir 0.19321 -0.05315 0.70753
C -1.02918 -2.63780 4.43907
C -1.32256 -1.57106 3.38910
C -2.30990 -1.77182 2.35098
C -2.46006 -0.92100 1.27045
C -3.52612 -1.17410 0.24374
C -1.69429 0.31172 1.28299
C -0.77993 0.59955 2.42616
C -0.23139 1.92607 2.94918
C -0.77330 -0.33612 3.50479
H -1.10092 -3.62390 3.99027
H -1.76923 -2.55147 5.29103
H -0.00798 -2.50157 4.80886
H -2.98405 -2.59049 2.43143
H -3.25785 -1.89395 -0.50875
H -3.80791 -0.28900 -0.37503
H -4.38499 -1.66941 0.77051
H -2.00755 1.18152 0.68541
H -0.75337 2.28042 3.84188
H -0.34764 2.79072 2.26867
H 0.86720 1.80414 3.21018
H -0.50102 0.09281 4.48656
C -1.38426 4.01907 -2.35415
C -0.63231 3.94302 -1.19237
C 0.02714 2.82575 -0.76284
C -0.19890 1.61755 -1.49889
C -0.99491 1.70979 -2.69287
C -1.72491 2.85765 -2.98889
N 0.29005 0.33599 -1.23907
C 0.85400 -0.58791 -2.13810
C 0.46338 -1.94054 -2.09119
C 0.90616 -2.73830 -3.13802
C 1.92012 -2.37516 -3.98893
C 2.35241 -1.04781 -3.95892
C 1.83299 -0.15232 -3.10544
H -1.71830 5.02361 -2.63668
H -0.55889 4.87888 -0.63281
H 0.76415 2.91945 0.03056
H -1.05783 0.91084 -3.38095
H -2.43079 2.84706 -3.81775
H -0.23843 -2.17990 -1.30028
H 0.47697 -3.73647 -3.25236
H 2.34101 -3.00322 -4.76701
H 3.11188 -0.69669 -4.61498
H 1.92111 0.92694 -3.14190
F 4.98458 -1.36489 1.78993
C 4.45591 -0.84311 0.59082
F 5.55379 -0.22763 0.04274
F 4.10245 -1.86723 -0.19802
C 3.16977 0.05643 0.91477
O 3.32110 1.11893 1.51322
O 2.07941 -0.63187 0.54535

3.
67
Properties=species:S:1:pos:R:3 method="wB97M-V/def2-TZVPD" lumo_energy_ev="-3.477 / -4.323" total_charge=+1 spin_multiplicity=3 e_above_lowest_kj_mol=29.8
Mo 1.28460 -0.21499 -1.88776
O 2.87133 4.56602 -5.39424
C 2.48260 3.57454 -4.60114
C 1.14605 3.34731 -4.24823
C 0.86643 2.29004 -3.42698
N 1.81477 1.47881 -2.94913
C 3.09187 1.68779 -3.29445
C 3.47336 2.71581 -4.10821
C 3.97527 0.60846 -2.70680
O 5.15278 0.53022 -2.87340
O 3.21861 -0.23143 -2.00064
C -0.49787 1.83989 -2.95852
O -1.51062 2.43374 -3.17056
O -0.37716 0.70142 -2.27471
H 2.12854 5.09144 -5.71540
H 0.33536 3.97274 -4.60358
H 4.51384 2.85514 -4.37196
I 3.27748 -3.91684 -2.74524
C 2.71605 -3.00705 -4.55736
I 1.03856 -1.60351 -4.44300
H 2.34528 -3.77739 -5.21904
H 3.53433 -2.45060 -4.99217
C -3.49073 0.24160 4.55861
C -3.46471 0.65044 3.09226
S -1.80231 0.62707 2.44072
O -1.03040 -0.42042 3.06182
O -1.83181 0.66598 0.99480
C -1.16570 2.22075 2.98926
C 0.36583 2.29422 3.02376
N 1.05418 1.44256 2.03391
C 0.95565 1.59808 0.70663
N 1.55499 0.58732 0.07105
C 2.04738 -0.26163 1.03651
C 1.74076 0.25122 2.24375
N 2.01218 -0.37982 3.51328
O 2.44727 -1.50627 3.44947
O 1.80467 0.25194 4.53460
C 0.32007 2.76543 0.04581
H -4.50341 0.33565 4.94952
H -2.83620 0.86948 5.16517
H -3.17711 -0.79215 4.68188
H -3.81688 1.67259 2.93293
H -4.03556 -0.01937 2.44975
H -1.55670 2.37595 3.99523
H -1.60566 2.94390 2.30265
H 0.72849 1.98837 3.99152
H 0.67869 3.32079 2.84483
H 2.60900 -1.15289 0.81383
H 0.32215 3.63607 0.69833
H -0.71314 2.52796 -0.21764
H 0.86826 3.01189 -0.86010
O 1.35855 -3.34594 0.27967
C 0.44222 -2.76132 -0.22722
O 0.67042 -1.76766 -1.12347
C -0.98615 -3.02096 0.07722
C -2.01075 -2.46925 -0.68346
C -3.33386 -2.72448 -0.35125
C -3.63082 -3.48331 0.76824
C -2.59148 -4.00294 1.52128
C -1.27143 -3.80941 1.18378
N -2.90622 -4.74276 2.75711
O -2.06796 -5.50743 3.18366
O -3.99324 -4.53098 3.26341
H -1.78258 -1.83840 -1.53100
H -4.13106 -2.32000 -0.96019
H -4.65178 -3.66966 1.06941
H -0.47452 -4.24380 1.77119

4.
49
Properties=species:S:1:pos:R:3 method="wB97M-V/def2-TZVPD" lumo_energy_ev=2.259 total_charge=-1 e_above_lowest_kj_mol=0.0
C 1.47142 -2.65322 3.28490
N 2.56937 -1.72107 3.42682
C 3.79140 -2.11353 3.92736
C 4.59021 -1.02364 3.94388
N 3.84984 0.04144 3.45819
C 4.38676 1.38232 3.34575
C 2.58922 -0.39101 3.14142
C 1.52110 0.36166 2.52958
C 0.17868 -0.20532 2.45312
C -0.88745 0.33546 3.09234
C -2.03358 -0.46482 3.51566
C -2.84844 -0.04084 4.59190
C -3.93985 -0.80380 4.99748
C -4.26867 -1.98856 4.31553
C -3.48430 -2.40530 3.23501
C -2.36265 -1.66653 2.84702
O 1.79486 1.51922 2.03426
H 1.02689 -2.60901 2.28721
H 1.90158 -3.65388 3.41512
H 0.69640 -2.49424 4.04755
H 3.98351 -3.13394 4.21306
H 5.61875 -0.91812 4.24941
H 3.59593 2.07482 3.05385
H 4.81325 1.68614 4.30741
H 5.18274 1.40417 2.59338
H 0.07214 -1.04188 1.74818
H -0.83651 1.37471 3.43418
H -2.59060 0.89105 5.10154
H -4.53967 -0.48556 5.85088
H -5.12693 -2.58515 4.63080
H -3.72999 -3.31966 2.68781
H -1.75956 -1.99988 1.99721
C -3.49644 3.13370 0.33930
Li 1.47477 2.79795 0.77363
C -3.54821 1.91698 1.07630
C -2.31589 1.23752 0.88974
C -1.46842 2.03332 0.07207
C -2.19846 3.23828 -0.27462
C -1.58735 4.16896 -1.12973
C -0.30588 3.91380 -1.62086
C 0.39887 2.73495 -1.28506
C -0.19212 1.77599 -0.45079
H -4.29674 3.86518 0.23273
H -4.39053 1.54144 1.65290
H -2.09530 0.20763 1.14300
H -2.13170 5.07700 -1.40663
H 0.16072 4.62105 -2.31244
H 1.36278 2.51676 -1.75832
H 0.23064 0.77833 -0.31513

5.
55
Properties=species:S:1:pos:R:3 method="wB97M-V/def2-TZVPD" lumo_energy_ev=0.400 smiles="COc1ccc(OC)c(NS(=O)(=O)c2ccc(NC(=O)[C@H]3COc4ccccc4O3)cc2)c1" total_charge=0 e_above_lowest_kj_mol=184.8
C -3.14513 0.84605 1.44428
O -2.04585 0.01687 1.74551
C -1.73943 -0.98867 0.88348
C -0.62055 -1.75191 1.20671
C -0.21258 -2.78904 0.38886
C -0.89354 -3.06876 -0.78543
O -0.53945 -4.03190 -1.70249
C 0.51291 -4.90383 -1.37096
C -2.01951 -2.30001 -1.11590
N -2.67854 -2.51264 -2.32715
S -2.97953 -1.16711 -3.30184
O -4.21292 -0.56066 -2.90419
O -2.85187 -1.63311 -4.64973
C -1.64425 -0.06602 -2.83632
C -0.34531 -0.54015 -2.83508
C 0.64507 0.20643 -2.22949
C 0.33547 1.43139 -1.63453
N 1.34658 2.08821 -0.93874
C 1.29494 3.27628 -0.28421
O 0.39622 4.08106 -0.33262
C 2.56220 3.53785 0.55922
C 2.14180 4.13382 1.90777
O 1.35373 3.21883 2.63046
C 1.82985 1.93779 2.61327
C 1.30793 1.02374 3.52126
C 1.78305 -0.27203 3.55646
C 2.78716 -0.67110 2.68786
C 3.29486 0.22130 1.76389
C 2.81617 1.52338 1.71724
O 3.33271 2.37227 0.75198
C -0.96192 1.93412 -1.71205
C -1.95120 1.16874 -2.30035
C -2.44830 -1.28272 -0.27603
H -4.08091 0.27968 1.42367
H -3.18306 1.58118 2.24653
H -3.00854 1.35761 0.48721
H -0.07312 -1.51250 2.10322
H 0.65834 -3.35889 0.66985
H 0.57909 -5.61155 -2.19598
H 0.30716 -5.44637 -0.44338
H 1.46393 -4.36917 -1.27641
H -2.28985 -3.27867 -2.85885
H -0.12392 -1.49362 -3.28806
H 1.65813 -0.16636 -2.18935
H 2.21428 1.57188 -0.84129
H 3.20089 4.24535 0.01870
H 3.04260 4.39299 2.48100
H 1.52582 5.02051 1.75318
H 0.53182 1.35873 4.18940
H 1.37699 -0.96887 4.27342
H 3.16972 -1.67919 2.72326
H 4.07017 -0.06632 1.07080
H -1.18762 2.89633 -1.28317
H -2.97596 1.50383 -2.33247
H -3.32669 -0.73505 -0.57241

6.
54
Properties=species:S:1:pos:R:3 method="wB97M-V/def2-TZVPD" lumo_energy_ev=0.444 smiles="CN(C)S(=O)(=O)c1cccc(NC(=O)CSc2nc3ccccc3n2-c2ccccc2)c1" total_charge=0 e_above_lowest_kj_mol=5.8
C 1.77976 -0.32624 -2.41309
N 3.12695 0.18207 -2.52861
C 3.65271 0.14998 -3.87672
S 3.28665 1.70409 -1.79545
O 4.58796 2.20521 -2.12375
O 2.14655 2.52964 -2.09382
C 3.23473 1.23624 -0.07123
C 4.36793 0.76182 0.56101
C 4.26822 0.35748 1.88361
C 3.05669 0.40506 2.55389
C 1.91900 0.87682 1.90145
N 0.65204 0.92388 2.47015
C 0.20810 0.33288 3.60624
O 0.88937 -0.20013 4.45123
C -1.31510 0.40417 3.70934
S -2.10052 -0.90004 2.69698
C -2.00736 -0.21508 1.09815
N -1.47236 0.94314 0.80879
C -1.60286 1.08674 -0.55325
C -1.17021 2.10546 -1.39253
C -1.40780 1.95516 -2.74310
C -2.05410 0.82882 -3.25331
C -2.49513 -0.19123 -2.43159
C -2.26781 -0.04356 -1.07414
N -2.52081 -0.86533 0.01049
C -3.19786 -2.09907 -0.01711
C -2.63918 -3.22179 0.58089
C -3.31758 -4.42622 0.53818
C -4.54061 -4.51747 -0.10469
C -5.09214 -3.39742 -0.70435
C -4.42695 -2.18608 -0.66084
C 2.02441 1.30971 0.57866
H 1.73750 -1.32373 -2.84884
H 1.05234 0.32284 -2.91500
H 1.52317 -0.38870 -1.35723
H 4.59657 0.68876 -3.86882
H 3.82356 -0.88655 -4.16860
H 2.97374 0.62377 -4.59493
H 5.29727 0.72781 0.01731
H 5.14274 -0.00718 2.40042
H 2.97877 0.07226 3.57630
H -0.08551 1.24500 1.82144
H -1.70894 1.36411 3.38104
H -1.62341 0.18218 4.73008
H -0.65665 2.97125 -1.00841
H -1.07260 2.72376 -3.42160
H -2.21177 0.74991 -4.31847
H -2.98400 -1.06729 -2.82941
H -1.67960 -3.15126 1.06921
H -2.88378 -5.29748 1.00444
H -5.06430 -5.46056 -0.13829
H -6.04710 -3.46405 -1.20338
H -4.85773 -1.30452 -1.11152
H 1.17033 1.70227 0.04975

7.
61
Properties=species:S:1:pos:R:3 method="wB97M-V/def2-TZVPD" lumo_energy_ev="-0.458 / -3.214" total_charge=0 spin_multiplicity=4 e_above_lowest_kj_mol=54.0
Ti -0.37915 -1.06018 -0.83269
C 2.46785 -2.49215 -2.67801
C 2.76008 -1.37981 -1.72612
C 3.97019 -0.73357 -1.43438
C 3.65904 0.21342 -0.48587
N 2.34110 0.13279 -0.22306
N 1.79357 -0.83669 -0.98951
B 1.48680 1.05340 0.68633
N 0.50654 1.84380 -0.23156
C 0.30505 3.15512 -0.45494
C -0.63799 3.30296 -1.44512
C -1.00186 1.99805 -1.79462
C -1.99670 1.52893 -2.80659
N -0.31669 1.13651 -1.04589
N 0.62394 0.21847 1.67501
C 0.52783 0.34665 3.01084
C -0.36246 -0.59075 3.48038
C -0.79708 -1.28738 2.34586
C -1.77118 -2.41229 2.22318
N -0.19501 -0.78287 1.27136
N 2.45457 1.90371 1.51229
C 2.82666 3.20740 1.56805
C 3.84386 3.32402 2.47818
C 4.04256 2.01446 2.96469
C 5.03138 1.53898 3.97819
N 3.20857 1.17545 2.37959
H 3.38923 -2.87666 -3.10992
H 1.82576 -2.14955 -3.49082
H 1.94251 -3.30202 -2.17301
H 4.93724 -0.94223 -1.85691
H 4.28574 0.91970 0.02765
H 0.81792 3.92101 0.09065
H -1.00563 4.22307 -1.86323
H -2.07589 2.24511 -3.62197
H -2.98436 1.41750 -2.35734
H -1.70167 0.56260 -3.21931
H 1.11109 1.07738 3.54021
H -0.64435 -0.76727 4.50349
H -1.73955 -3.04730 3.10655
H -1.54369 -3.01832 1.34541
H -2.79006 -2.03502 2.11826
H 2.38902 3.97801 0.96424
H 4.36540 4.22341 2.75655
H 5.50073 2.38181 4.48241
H 5.81378 0.94474 3.50485
H 4.54376 0.91208 4.72367
O -7.06569 -0.54075 -2.06570
C -6.60773 -1.72776 -1.96272
O -7.03430 -2.83031 -2.11519
C -5.11644 -1.41618 -1.59102
C -4.73857 -0.48131 -0.62656
C -3.41108 -0.39069 -0.28523
N -2.46317 -1.15523 -0.86987
C -2.85802 -2.11068 -1.74978
C -4.17356 -2.25547 -2.15665
C -1.78113 -3.03456 -2.21788
O -1.97383 -3.87251 -3.07505
O -0.64948 -2.82436 -1.60981
H -5.46897 0.15804 -0.15524
H -3.06326 0.32966 0.44642
H -4.42316 -3.03438 -2.86276

8.
61
Properties=species:S:1:pos:R:3 method="wB97M-V/def2-TZVPD" lumo_energy_ev="-15.717 / -15.717" total_charge=+4 spin_multiplicity=2
W 0.29033 0.65206 1.03159
C -1.55948 -0.99605 3.38812
C -1.59805 -1.52401 2.00376
C -2.23654 -2.62139 1.50019
C -1.93659 -2.66983 0.13584
N -1.15775 -1.64916 -0.21302
N -0.92918 -0.92033 0.94540
B -0.42911 -1.19713 -1.53616
N -0.78322 0.27078 -1.79531
C -1.28050 0.90578 -2.86588
C -1.23150 2.27303 -2.65591
C -0.70649 2.44862 -1.39128
C -0.40457 3.73025 -0.69930
N -0.42604 1.20974 -0.87205
N 1.08218 -1.22868 -1.25686
C 2.12102 -1.87654 -1.79808
C 3.30307 -1.34324 -1.31767
C 2.94532 -0.35714 -0.42006
C 3.84457 0.59990 0.27688
N 1.57660 -0.30323 -0.36763
N -0.81691 -2.03558 -2.77612
C -0.15215 -2.10278 -4.04915
C -0.90247 -2.86250 -4.86321
C -2.03429 -3.25391 -4.09367
C -3.18551 -4.05734 -4.45445
N -1.92896 -2.68670 -2.80148
H -2.24694 -1.56091 4.01426
H -0.56289 -1.10865 3.82310
H -1.87410 0.04988 3.42892
H -2.85524 -3.31710 2.04547
H -2.25974 -3.38372 -0.60430
H -1.66826 0.36061 -3.71373
H -1.55191 3.04296 -3.34065
H -0.00679 4.44889 -1.41593
H -1.30500 4.16892 -0.26691
H 0.36179 3.62669 0.07265
H 1.97700 -2.71184 -2.46776
H 4.30251 -1.64544 -1.58841
H 4.88399 0.35976 0.06272
H 3.67424 1.61744 -0.08186
H 3.75000 0.56821 1.36005
H 0.76917 -1.56923 -4.23102
H -0.70211 -3.13298 -5.88906
H -3.00684 -4.66797 -5.33630
H -3.55174 -4.64744 -3.61145
H -4.01602 -3.36563 -4.69576
O -1.95256 3.83228 2.17794
C -1.09759 3.04579 2.23526
O -1.08918 1.85997 1.39917
C 0.12267 2.96865 3.06326
C 0.42018 3.77149 4.14413
C 1.51788 3.42140 4.93407
C 2.22676 2.24914 4.65821
C 1.85047 1.51414 3.55460
N 0.86939 1.91228 2.74447
C 2.31800 0.15533 3.21751
O 3.15357 -0.51899 3.66594
O 1.48919 -0.28970 2.11341
H -0.21016 4.62194 4.37838
H 1.78073 4.02469 5.79563
H 3.02573 1.89454 5.29951